Density functional theory data (ωB97M-V with the def2-TZVPD basis set) for a molecular structure, C7H5F3N6RhSe2Te2 at a distorted geometry.

The geometry in XYZ format:
```
26
Properties=species:S:1:pos:R:3:forces:R:3
Rh 0.355481 0.168100 -1.985481 0.14 -0.49 3.44
Se 2.603281 -0.005900 -2.431481 0.90 0.14 -0.43
Te 4.284181 1.348100 -1.287381 -0.91 0.83 0.07
Te 1.642381 3.820600 -0.767081 0.73 -0.78 -0.18
Se 0.180681 2.555500 -2.217081 0.12 1.23 -0.52
N -1.639019 0.050000 -2.206481 -1.35 -0.10 0.11
C -2.730519 -0.187400 -1.845781 1.83 0.38 -0.92
N -3.896419 -0.241300 -1.420381 -0.53 0.97 0.92
C -4.888719 -1.044800 -1.545381 -0.38 -0.59 -0.15
N -5.844719 -1.690700 -1.580281 -0.58 -0.45 -0.08
F 0.008281 -2.387900 -3.066781 -0.08 -0.11 -0.16
C 0.310081 -1.832400 -1.859681 0.25 -0.96 -0.45
F 1.461981 -2.466900 -1.475981 0.02 -0.04 0.13
F -0.619419 -2.340900 -0.999181 -0.09 0.25 0.04
N 2.439381 1.002900 3.156419 0.51 0.20 0.22
C 1.358281 0.579700 2.471419 -0.97 -0.23 -0.26
C 1.312381 0.657000 1.064619 0.21 0.11 -0.15
N 0.247381 0.276700 0.389519 0.20 -0.35 -1.10
C -0.798519 -0.189700 1.080919 -0.42 -0.12 -0.02
C -0.738319 -0.273000 2.460219 -0.12 0.11 -0.37
N 0.318881 0.107600 3.160419 0.60 0.15 0.16
H 3.255681 1.325100 2.669019 -0.01 -0.03 0.04
H 2.462481 0.871100 4.152319 0.01 0.00 -0.12
H 2.164881 1.040300 0.518819 0.03 -0.03 -0.09
H -1.674919 -0.494300 0.531819 0.01 -0.04 -0.06
H -1.575119 -0.647500 3.032919 -0.12 -0.06 -0.10
```
Forces are in eV/Å.

- Total energy: -6347.411250 a.u.
- Kohn-Sham gap (spin up / spin down): 5.028 / 4.953 eV
- Charge: -1
- HOMO energy (spin up / spin down): -4.723 / -4.666 eV

These are the Mulliken partial charges, in e, on atoms 1 to 8: atom 1 (Rh): 0.05, atom 2 (Se): -0.05, atom 3 (Te): -0.23, atom 4 (Te): -0.13, atom 5 (Se): -0.08, atom 6 (N): -0.52, atom 7 (C): 0.51, atom 8 (N): -0.64



Density functional theory data (ωB97M-V with the def2-TZVPD basis set) for a molecular structure, C25H49AlAs2BrO2S5SbSi.

The geometry in XYZ format:
```
87
Properties=species:S:1:pos:R:3:forces:R:3
Al 1.029081 -1.668420 0.180872 -0.10 -0.12 -0.05
S 4.291414 -3.793240 2.813862 -0.01 -0.03 -0.05
As 4.066533 -3.032804 0.834701 -0.03 0.06 0.02
S 2.067021 -0.401378 -1.375653 0.03 0.07 0.03
S 2.019597 -3.664356 0.059451 0.12 0.02 -0.08
S 5.548322 -3.504235 -0.583375 -0.03 -0.03 0.03
Br -3.552019 -4.494452 2.368469 -0.01 0.03 0.01
C -3.642306 -3.942045 0.527663 0.01 -0.04 0.04
C -4.668795 -4.509960 -0.189031 0.01 -0.01 -0.01
C -4.779901 -4.331736 -1.572427 -0.01 -0.02 0.01
C -3.768668 -3.591520 -2.222514 -0.02 0.03 -0.01
C -2.747085 -3.020866 -1.518741 0.01 0.03 0.02
C -2.631891 -3.119795 -0.085379 0.00 0.01 -0.06
C -1.554262 -2.469860 0.582395 -0.03 0.01 0.08
O -1.378960 -2.463420 1.826680 0.02 0.08 -0.04
O -0.676700 -1.820102 -0.206129 0.07 0.00 -0.02
H -5.386249 -5.128712 0.336344 0.00 0.00 0.00
H -5.598965 -4.779761 -2.119137 -0.01 0.00 -0.01
H -3.795273 -3.472172 -3.300567 0.00 0.00 0.00
H -1.973013 -2.467157 -2.031313 0.00 0.01 -0.01
C -0.944374 -1.604187 4.543987 0.05 0.00 0.02
As 0.678252 -2.172494 3.679891 0.12 -0.03 -0.18
C 1.990826 -2.060229 5.093528 -0.09 -0.01 0.02
C 0.583776 -4.030372 3.226508 0.05 -0.10 0.24
S 1.433022 -0.734013 2.267376 -0.02 0.10 0.09
H -1.016392 -2.145988 5.488320 -0.05 0.00 -0.01
H -1.781018 -1.823864 3.887886 0.01 -0.01 -0.03
H -0.866482 -0.535383 4.737683 -0.01 0.00 -0.02
H 1.671422 -2.679786 5.932531 0.00 -0.01 0.01
H 2.087151 -1.022432 5.410195 0.00 0.00 -0.02
H 2.933334 -2.426990 4.685733 0.00 0.03 -0.02
H 0.794644 -4.587907 4.140595 -0.02 0.03 0.04
H 1.365155 -4.236223 2.498595 -0.04 0.01 -0.03
H -0.406452 -4.240035 2.835694 0.01 0.03 -0.05
C -4.963433 -0.751713 2.257428 0.04 -0.01 0.02
Sb -4.054159 0.034740 0.473486 0.04 0.02 -0.02
C -5.534826 -0.840987 -0.816395 -0.02 0.01 0.04
C -5.140288 1.924353 0.617603 -0.01 -0.03 -0.01
H -6.048800 -0.747856 2.144973 -0.01 0.00 0.00
H -4.685126 -0.135710 3.113639 0.01 0.00 0.01
H -4.614915 -1.769324 2.426560 0.01 -0.02 0.00
H -6.513239 -0.410357 -0.594032 0.00 0.00 0.01
H -5.555210 -1.916588 -0.642534 0.02 -0.01 -0.02
H -5.283230 -0.673221 -1.862403 0.00 0.02 -0.01
H -5.437390 2.240654 -0.383669 0.02 0.02 -0.02
H -4.517825 2.705193 1.055394 0.01 0.00 0.02
H -6.037666 1.798304 1.225933 -0.02 -0.01 -0.01
C 1.108078 1.840920 -4.113895 0.00 0.00 0.01
C 2.407316 2.079066 -3.329857 -0.02 -0.01 0.02
C 3.441756 1.117900 -3.940785 0.00 0.01 0.01
C 2.887666 3.508567 -3.617705 0.00 0.01 0.02
Si 2.115717 1.719069 -1.430783 -0.02 0.02 -0.08
C 3.628764 2.346996 -0.398899 0.00 -0.03 -0.01
C 3.647095 1.674974 0.979368 0.00 -0.02 0.01
C 3.642940 3.868863 -0.202241 0.02 0.01 -0.02
C 4.943783 1.942146 -1.080412 0.00 0.02 0.00
C 0.460729 2.528872 -0.829945 -0.01 -0.04 -0.01
C 0.383565 2.600996 0.702586 0.02 0.01 -0.02
C -0.740189 1.676497 -1.262954 -0.03 -0.04 -0.03
C 0.264896 3.954973 -1.367430 0.01 0.01 0.03
H 1.315436 1.938032 -5.187081 0.00 0.00 -0.01
H 0.324690 2.557753 -3.867722 0.01 -0.02 -0.01
H 0.721874 0.835643 -3.936244 -0.01 -0.01 0.00
H 3.511774 1.319560 -5.017633 0.00 0.01 -0.01
H 3.150419 0.076998 -3.809527 0.00 -0.02 0.00
H 4.437114 1.240566 -3.518831 -0.02 -0.03 0.00
H 2.943488 3.659428 -4.703648 0.00 0.00 -0.01
H 3.886897 3.686067 -3.217105 -0.01 0.02 -0.01
H 2.222612 4.273127 -3.213703 -0.01 0.00 0.00
H 2.772651 1.912431 1.583049 -0.01 -0.03 0.01
H 4.534450 2.010429 1.530744 0.00 0.02 0.01
H 3.713244 0.590011 0.887500 -0.02 -0.02 0.01
H 2.787722 4.220713 0.375095 -0.01 0.00 0.01
H 3.656559 4.412997 -1.149116 -0.01 0.00 0.02
H 4.547177 4.150588 0.352278 0.01 0.00 0.00
H 4.972999 0.871818 -1.292887 0.00 -0.01 0.00
H 5.778254 2.166939 -0.405319 0.00 0.01 0.01
H 5.118023 2.491848 -2.006640 0.01 -0.02 0.02
H 0.496828 1.620087 1.165854 0.01 0.00 0.00
H -0.607748 2.978215 0.983447 -0.01 -0.01 0.01
H 1.123992 3.275798 1.134084 0.00 -0.01 0.01
H -0.720473 0.683111 -0.813653 -0.01 0.00 0.00
H -0.810740 1.541233 -2.340478 0.02 0.01 -0.04
H -1.661800 2.167995 -0.928495 -0.02 0.01 0.01
H 1.085187 4.620208 -1.089673 0.01 0.02 -0.01
H -0.655578 4.371385 -0.939490 -0.01 0.00 0.00
H 0.158191 3.985584 -2.452495 0.01 0.00 0.04
```
Forces are in eV/Å.

- Total energy: -10941.442022 a.u.
- Kohn-Sham gap (spin up / spin down): 5.654 / 3.963 eV
- Charge: -2
- HOMO energy (spin up / spin down): -1.584 / 0.096 eV

These are the Mulliken partial charges, in e, on atoms 1 to 8: atom 1 (Al): -0.99, atom 2 (S): -0.59, atom 3 (As): 0.39, atom 4 (S): -0.32, atom 5 (S): -0.49, atom 6 (S): -0.54, atom 7 (Br): -0.28, atom 8 (C): 0.62



Density functional theory data (ωB97M-V with the def2-TZVPD basis set) for a molecular structure, C38H30ClN2NiO2S2Sb.

The geometry in XYZ format:
```
77
Properties=species:S:1:pos:R:3:forces:R:3
Ni 0.968375 0.856241 1.052879 0.33 0.05 0.45
Cl -5.340005 -3.652938 2.404698 -0.09 -0.05 0.02
C -3.812976 -2.854044 2.641329 0.09 0.02 -0.02
C -2.717985 -3.258170 1.896737 -0.06 -0.01 0.03
C -1.511264 -2.595313 2.061612 0.10 0.00 0.00
C -1.389042 -1.560782 2.979650 0.01 -0.08 0.03
C -2.493407 -1.197749 3.742440 -0.02 -0.04 0.00
C -3.713732 -1.829496 3.569905 0.01 -0.01 -0.03
C -0.109581 -0.769789 3.142761 -0.18 0.22 0.48
O 0.041953 -0.128153 4.177709 0.06 0.01 -0.24
O 0.714600 -0.800203 2.153504 0.16 -0.13 -0.49
H -2.820087 -4.072174 1.192855 0.01 -0.01 0.01
H -0.648228 -2.893804 1.477852 -0.07 0.01 0.05
H -2.380700 -0.399814 4.463258 0.01 0.01 0.00
H -4.580939 -1.534899 4.144707 -0.01 0.00 0.00
N 3.129033 -0.046019 -1.297504 -0.02 0.10 -0.04
C 3.603142 0.154654 -0.043591 0.11 -0.02 0.03
N 2.872295 0.446454 0.990267 -0.06 0.13 -0.18
C 3.654971 0.645235 2.128917 0.02 0.03 0.22
C 3.169290 0.945030 3.398783 0.02 -0.03 -0.04
C 4.086942 1.121882 4.418168 -0.05 0.00 0.03
C 5.458648 1.001360 4.195479 0.04 0.00 0.00
C 5.947242 0.689011 2.939333 0.01 0.01 0.01
C 5.027683 0.513242 1.916562 -0.07 -0.02 -0.02
S 5.321945 0.102670 0.246605 -0.04 -0.01 0.01
H 2.146603 -0.268334 -1.375727 0.05 0.03 0.00
H 3.726220 -0.512346 -1.959082 0.00 0.01 0.02
H 2.102963 0.989285 3.590503 0.03 -0.01 -0.02
H 3.726833 1.347170 5.413251 0.00 0.00 0.00
H 6.149884 1.145631 5.015106 0.01 0.00 0.00
H 7.009321 0.586633 2.761676 0.00 0.00 0.00
C 1.715723 5.414538 0.050986 0.02 -0.03 -0.03
C 2.349473 4.463087 -0.733483 -0.01 0.10 0.01
C 2.149831 3.108481 -0.494204 0.11 -0.22 -0.06
C 1.301568 2.650794 0.515918 -0.13 -0.02 -0.13
C 0.676962 3.633247 1.294189 0.06 -0.07 0.12
C 0.886453 4.987833 1.077503 -0.01 0.04 0.01
H 1.868796 6.470880 -0.130112 0.01 0.00 0.00
H 3.012652 4.772228 -1.533375 0.00 0.00 0.00
H 2.678366 2.407138 -1.132329 -0.04 -0.01 0.04
H 0.018712 3.343259 2.105987 -0.02 0.01 -0.03
H 0.388108 5.712250 1.710528 0.00 0.00 0.00
S -1.237959 1.132218 0.960312 -0.24 0.07 -0.32
Sb -1.331902 -0.149965 -0.933755 0.03 -0.16 -0.01
C 0.144247 -1.610271 -1.396366 -0.25 0.09 -0.32
C 0.162461 -1.973543 -2.746361 0.08 0.02 -0.01
C 1.047437 -2.943528 -3.194976 0.00 0.02 0.06
C 1.914629 -3.552397 -2.295022 -0.02 0.01 0.00
C 1.893111 -3.189432 -0.956354 0.02 -0.05 0.00
C 1.009619 -2.218855 -0.498581 -0.05 -0.07 0.18
C -1.333621 1.063421 -2.662995 -0.04 0.08 0.18
C -2.289037 0.892002 -3.656822 -0.03 -0.14 -0.06
C -2.314574 1.755317 -4.743751 0.00 0.01 -0.03
C -1.393939 2.789731 -4.831067 0.01 0.00 0.00
C -0.447099 2.967899 -3.831087 -0.01 -0.04 0.01
C -0.418944 2.108824 -2.742174 0.02 0.03 0.04
C -3.123217 -1.251935 -1.087982 0.04 0.16 0.15
C -4.324707 -0.594865 -0.843641 -0.05 0.06 0.07
C -5.516162 -1.304621 -0.852379 0.02 -0.02 -0.02
C -5.506646 -2.669884 -1.104302 0.03 0.02 -0.02
C -4.308084 -3.323974 -1.349821 -0.04 0.00 -0.02
C -3.114062 -2.617032 -1.335193 0.08 -0.07 -0.12
H -0.502268 -1.493093 -3.457082 0.01 -0.01 0.01
H 1.057964 -3.221282 -4.240799 0.01 0.00 0.00
H 2.607275 -4.309412 -2.639944 0.00 0.00 0.00
H 2.571467 -3.658522 -0.254869 0.00 0.00 0.00
H 1.006934 -1.920921 0.546384 0.02 -0.03 -0.04
H -3.015869 0.089650 -3.590210 -0.01 0.02 0.01
H -3.059651 1.623299 -5.517497 0.00 0.00 0.00
H -1.421601 3.466570 -5.675332 0.00 0.00 0.00
H 0.261161 3.784518 -3.884062 0.00 0.00 0.00
H 0.294170 2.279647 -1.943534 -0.01 0.01 -0.01
H -4.337323 0.466851 -0.621977 0.01 0.00 0.00
H -6.448220 -0.794170 -0.649453 0.00 0.00 0.00
H -6.434353 -3.226655 -1.098177 0.00 0.00 0.01
H -4.298687 -4.390152 -1.536401 -0.01 0.00 0.00
H -2.179217 -3.139661 -1.507010 -0.01 0.01 0.01
```
Forces are in eV/Å.

- Total energy: -4731.207717 a.u.
- Kohn-Sham gap: 8.290 eV
- Charge: 0
- HOMO energy: -8.170 eV

These are the Mulliken partial charges, in e, on atoms 1 to 8: atom 1 (Ni): 0.33, atom 2 (Cl): -0.23, atom 3 (C): 0.49, atom 4 (C): -0.79, atom 5 (C): 0.17, atom 6 (C): 0.28, atom 7 (C): -0.60, atom 8 (C): -0.81



Density functional theory data (ωB97M-V with the def2-TZVPD basis set) for a single C5H6N4 molecule at a distorted geometry.

The geometry in XYZ format:
```
15
Properties=species:S:1:pos:R:3:forces:R:3
C 2.368611 0.798909 -0.171952 2.14 2.19 -1.22
C 1.393857 0.027210 -1.148838 -0.43 0.04 1.22
N 0.139369 -0.340112 -1.024852 3.28 1.57 1.80
N -0.498618 0.101890 0.181685 -0.17 -1.95 1.51
C -1.694302 -0.806796 0.371776 0.23 1.51 2.79
C -2.279043 -0.010052 1.622247 0.61 -2.18 -0.47
N -2.446372 0.453982 2.665504 -0.10 -0.09 -0.85
C -2.548718 -0.625899 -0.759108 -1.49 -0.41 -5.01
N -2.952036 -0.600974 -1.866856 0.77 0.08 3.65
H 3.627199 0.643526 -0.305794 -3.72 0.46 -0.78
H 2.414290 0.521674 0.838666 -1.06 -0.83 1.58
H 2.170290 1.996228 -0.091001 0.38 -2.90 -0.67
H 1.873194 -0.255709 -2.072219 -0.23 -0.12 -0.30
H -0.066553 0.059314 1.212446 0.14 0.17 -3.25
H -1.501167 -1.963190 0.548297 -0.34 2.45 0.00
```
Forces are in eV/Å.

- Total energy: -412.983668 a.u.
- Kohn-Sham gap: 10.403 eV
- Charge: 0
- SMILES string: C/C=N\NC(C#N)C#N
- HOMO energy: -10.059 eV

These are the Mulliken partial charges, in e, on atoms 1 to 8: atom 1 (C): -0.94, atom 2 (C): 0.04, atom 3 (N): -0.51, atom 4 (N): -0.26, atom 5 (C): 0.59, atom 6 (C): 0.06, atom 7 (N): -0.39, atom 8 (C): 0.03